ORCA calculation (ωB97M-V/def2-TZVPD) on a cluster of 2 separate species, C2HCl2F3 in total.

Properties
energy	-1296.67892	Ha
LUMO level (spin up / spin down)	0.10 / -0.21	eV
total charge	0
ΔE to the lowest compared entry with this formula, charge and spin	0.0	kJ/mol

Each line ends with the Löwdin charge.
CARTESIAN COORDINATES (ANGSTROEM)
1 C 1.23056 0.32629 0.04857  -0.243
2 C -1.12981 -0.38216 -0.08741  -1.248
3 F 1.24809 1.31247 0.92329  0.071
4 F 1.58055 0.71665 -1.16074  0.091
5 F -1.35936 -0.23377 -1.39975  -0.077
6 Cl -1.33404 -1.98749 0.45380  0.649
7 Cl -1.90366 0.85811 0.83993  0.634
8 H 1.66767 -0.61010 0.38231  0.123

=====

ORCA calculation (ωB97M-V/def2-TZVPD) on the molecule C2HCl2N.

Properties
SMILES string	N#CC(Cl)Cl
energy	-1051.91008	Ha
LUMO level	0.49	eV
total charge	0
ΔE to the lowest compared entry with this formula, charge and spin	40.6	kJ/mol

Each line ends with the Löwdin charge.
CARTESIAN COORDINATES (ANGSTROEM)
1 C 0.29415 0.23304 0.13363  -1.162
2 C -0.58588 -0.84896 -0.21699  -0.347
3 H 0.37946 0.25948 1.18943  0.043
4 N -1.59791 -1.30175 -0.41202  0.185
5 Cl 1.99353 -0.01497 -0.36005  0.590
6 Cl -0.48335 1.67316 -0.33400  0.691

=====

ORCA calculation (ωB97M-V/def2-TZVPD) on a cluster of 2 separate species, C2HCl2NO2 in total.

Properties
energy	-1202.23204	Ha
LUMO level (spin up / spin down)	-1.75 / -1.81	eV
total charge	0
ΔE to the lowest compared entry with this formula, charge and spin	218.2	kJ/mol

Each line ends with the Löwdin charge.
CARTESIAN COORDINATES (ANGSTROEM)
1 C 0.62521 -0.04091 -0.84064  -0.237
2 C 0.30767 0.73654 0.28351  -0.704
3 N 0.97819 -0.60263 -1.77649  0.211
4 O 1.26159 1.95522 1.86587  -0.096
5 O 1.34475 1.37169 0.69226  -0.078
6 Cl -1.62222 -2.16305 -0.06744  0.361
7 Cl -1.16060 0.83323 1.13218  0.808
8 H -1.73459 -2.09009 -1.28926  -0.265

=====

ORCA calculation (ωB97M-V/def2-TZVPD) on a structure of composition C2HCl2O2P.

Properties
energy	-1488.91595	Ha
LUMO level (spin up / spin down)	-1.62 / -1.66	eV
total charge	0
ΔE to the lowest compared entry with this formula, charge and spin	299.8	kJ/mol

Each line ends with the Löwdin charge.
CARTESIAN COORDINATES (ANGSTROEM)
1 C 0.60553 0.31864 -1.49051  -1.385
2 C -0.07395 -0.77120 1.71293  -0.292
3 O 0.93619 -0.82155 2.31487  0.065
4 O -1.69735 0.22366 -0.15136  -0.455
5 P -0.23891 0.24183 0.07663  0.737
6 Cl 2.18483 0.93288 -1.56882  0.576
7 Cl -0.52287 0.69913 -2.66760  0.655
8 H -1.19346 -0.82338 1.77385  0.098

=====

ORCA calculation (ωB97M-V/def2-TZVPD) on a cluster of 2 separate species, C2HCl2O3 in total.

Properties
energy	-1222.94793	Ha
LUMO level	3.46	eV
total charge	-1
ΔE to the lowest compared entry with this formula, charge and spin	214.2	kJ/mol

Each line ends with the Löwdin charge.
CARTESIAN COORDINATES (ANGSTROEM)
1 C -2.23678 -1.30060 -0.33058  -0.573
2 C 0.76919 -1.30597 -0.71784  -1.068
3 O -2.35272 -0.59268 0.55671  0.159
4 O -2.28789 -2.07666 -1.16011  0.199
5 O -0.06178 -0.23682 -0.69814  -0.291
6 Cl 2.56045 -0.56611 -0.42994  0.149
7 Cl 0.32331 -2.31173 0.74384  0.391
8 H -0.38427 0.01133 0.17576  0.034

=====

ORCA calculation (ωB97M-V/def2-TZVPD) on a structure of composition C2HCl3FN.

Properties
energy	-1611.92043	Ha
LUMO level	0.34	eV
total charge	0
ΔE to the lowest compared entry with this formula, charge and spin	154.3	kJ/mol

Each line ends with the Löwdin charge.
CARTESIAN COORDINATES (ANGSTROEM)
1 C -0.37835 0.75844 0.22210  -0.453
2 C 0.60885 -1.01962 -0.01722  -1.628
3 N -0.45478 1.41969 -0.77133  0.159
4 F -1.01172 0.92258 1.33910  0.102
5 Cl 2.28088 -0.68576 0.07646  0.599
6 Cl 0.17492 -2.03119 1.38090  0.532
7 Cl -0.09479 -1.49752 -1.49764  0.627
8 H -1.12502 2.13339 -0.73237  0.063

=====

Copy entry 6 word for word.
ORCA calculation (ωB97M-V/def2-TZVPD) on a structure of composition C2HCl3FN.

Properties
energy	-1611.92043	Ha
LUMO level	0.34	eV
total charge	0
ΔE to the lowest compared entry with this formula, charge and spin	154.3	kJ/mol

Each line ends with the Löwdin charge.
CARTESIAN COORDINATES (ANGSTROEM)
1 C -0.37835 0.75844 0.22210  -0.453
2 C 0.60885 -1.01962 -0.01722  -1.628
3 N -0.45478 1.41969 -0.77133  0.159
4 F -1.01172 0.92258 1.33910  0.102
5 Cl 2.28088 -0.68576 0.07646  0.599
6 Cl 0.17492 -2.03119 1.38090  0.532
7 Cl -0.09479 -1.49752 -1.49764  0.627
8 H -1.12502 2.13339 -0.73237  0.063